# C3H11NO2

A 2-piece molecular cluster, C3H11NO2 overall (the ωB97M-V functional and the def2-TZVPD basis, the Open Molecules 2025 dataset).

Values from the calculation:
ΔE to the lowest compared entry with this formula, charge and spin (kcal/mol): 24.81
LUMO level (eV): 0.77
Electronic energy (a.u.): -326.0919
HOMO level (eV): -9.29

Bonds (Å) are listed after each position.
CARTESIAN COORDINATES (ANGSTROEM)
1 C -0.29 -0.39 0.47  C2 1.503, N5 1.509, H6 1.105, H7 1.088
2 C -0.86 0.33 -0.73  C1 1.503, C3 1.548, H8 1.090, H9 1.086
3 C -0.33 1.78 -0.83  C2 1.548, O4 1.454, H10 1.103, H11 1.099
4 O -1.24 2.47 -1.73  C3 1.454, H12 0.947
5 N -1.15 -1.63 0.57  C1 1.509, H13 1.013, H14 1.019
6 H 0.71 -0.85 0.45  C1 1.105
7 H -0.40 0.20 1.38  C1 1.088
8 H -0.85 -0.13 -1.71  C2 1.090
9 H -1.86 0.47 -0.34  C2 1.086
10 H -0.46 2.25 0.16  C3 1.103
11 H 0.74 1.86 -1.07  C3 1.099
12 H -1.47 3.26 -1.25  O4 0.947
13 H -0.83 -2.40 1.15  N5 1.013
14 H -2.00 -1.36 1.07  N5 1.019
15 H 3.03 -2.37 0.25  O17 0.974
16 H 4.01 -1.47 1.04  O17 0.956
17 O 3.25 -2.03 1.13  H15 0.974, H16 0.956

Here are the natural (NBO) charges for atoms 1 to 5, given in e:
1. C -0.2240
2. C -0.4200
3. C -0.0608
4. O -0.7232
5. N -0.8448